[1]
ORCA calculation (ωB97M-V/def2-TZVPD) on the molecule C4H6N2S.

Results
LUMO energy, hartree: 0.0094
Total energy, Ha: -663.60529
Gap between HOMO and LUMO, eV: 8.6
SMILES string: [S-][N+]1=NCC=CC1
Largest force on an atom, eV/Å: 4.0

```
13
Properties=species:S:1:pos:R:3:forces:R:3
S 3.51734 -0.14677 -0.11310 2.0 -0.4 -0.2
N 1.43879 1.33903 -0.09678 1.4 0.5 -0.1
N 1.98122 0.23236 0.01345 -3.6 -1.6 0.6
C 0.88529 -1.10523 0.33141 1.7 1.9 -0.3
C 0.01563 1.44536 0.11820 -0.6 -0.4 0.1
C -0.23618 -0.86072 -0.56418 -0.5 0.2 -0.1
C -0.71618 0.38196 -0.62996 0.1 -0.2 0.1
H -0.16234 1.35200 1.19871 -0.1 0.1 0.0
H 1.47585 -1.99515 0.17849 0.1 0.0 -0.1
H -0.58177 -1.65803 -1.20289 -0.2 -0.1 0.0
H -0.26870 2.44632 -0.19629 0.0 0.0 0.1
H 0.69791 -0.91732 1.38343 -0.1 0.0 0.1
H -1.51331 0.67534 -1.28942 -0.2 -0.1 -0.2
```
Positions in Å, forces in eV/Å.

---

[2]
ORCA calculation (ωB97M-V/def2-TZVPD) on a structure of composition C21H30N2SiSr.

Results
LUMO energy, hartree: -0.0154
Total energy, Ha: -1247.80329
Gap between HOMO and LUMO, eV: 6.6
Largest force on an atom, eV/Å: 3.5

```
55
Properties=species:S:1:pos:R:3:forces:R:3
Sr 0.44112 1.91049 -0.48913 3.5 0.5 0.0
Si -3.07995 -1.50503 -1.53568 -0.6 -1.9 0.5
N 2.03308 3.05132 1.46951 0.6 0.4 0.6
N -0.75916 3.66557 1.16434 -0.5 1.0 0.1
C -0.87575 3.29023 2.61341 -0.3 0.3 -0.4
C -2.00141 -2.91998 -5.27259 -0.2 0.6 0.1
C -5.48093 -4.90821 0.61109 0.0 0.3 -0.3
C 1.22820 -0.87640 -0.21661 0.6 0.5 -0.4
C -1.43425 -1.77123 -5.86216 -0.1 -0.7 0.3
C -5.27313 -2.77190 -0.46215 -0.1 -0.1 0.1
C -4.19553 -5.25229 0.16427 0.1 0.2 -0.1
C 2.11292 0.20490 -2.05131 0.2 -0.4 0.5
C -3.42015 -4.32902 -0.56634 -0.9 0.1 0.6
C -2.11761 -0.45774 -3.93803 0.2 -1.2 -0.3
C 2.94578 0.49475 -0.92353 -0.6 -0.5 0.2
C -1.69828 1.26745 -0.36088 -3.2 -1.0 -0.1
C -6.03941 -3.66048 0.27850 0.4 -0.6 0.1
C 0.20766 2.31720 3.04515 0.1 0.1 0.0
C -2.58015 -2.85049 -3.99116 0.7 0.2 -0.7
C 2.39548 -0.17094 0.22232 -0.4 0.1 -1.2
C 1.59436 2.93062 2.91566 0.6 0.0 -0.7
C -3.94942 -3.04900 -0.83409 0.2 -0.5 -0.5
C -1.52426 -0.55392 -5.19608 -0.3 0.8 0.0
C 1.07135 -0.67193 -1.62229 0.4 0.4 0.5
C -2.50118 -1.64683 -3.28239 0.0 0.2 -0.3
H -2.35059 0.49851 -3.47197 0.5 -0.1 -0.1
H 2.99519 2.69945 1.37515 -0.6 0.1 0.0
H -1.17927 0.36953 -5.66664 0.0 -0.3 0.0
H -2.01115 -3.86093 -5.80913 0.0 0.1 -0.1
H -2.41928 -4.60918 -0.89618 -0.2 0.1 0.1
H 2.10325 4.05095 1.25452 0.0 -0.4 0.0
H 0.32151 -1.14210 -2.26236 0.2 0.3 0.3
H -2.53183 1.96456 -0.14138 0.0 -0.3 -0.2
H -1.79071 0.93598 -1.43237 -0.2 0.2 0.5
H -3.78283 -6.24475 0.40289 -0.3 0.5 -0.1
H 2.34414 2.33109 3.44567 -0.3 0.1 -0.1
H 0.06196 2.07587 4.10508 -0.1 -0.1 -0.2
H -1.70054 3.69713 0.75970 0.5 -0.2 0.2
H -1.88778 0.35114 0.21758 -0.1 0.6 0.0
H 2.83059 -0.20423 1.21777 -0.1 0.1 -0.2
H 3.88545 1.04373 -0.94680 -0.2 0.0 0.0
H -2.06717 -1.29514 -0.44745 -0.4 0.1 -0.8
H -0.95065 -1.81925 -6.84756 -0.3 -0.1 0.5
H -5.71885 -1.82425 -0.77158 0.1 -0.2 0.3
H 0.59205 -1.48803 0.41004 0.0 0.0 -0.1
H -0.43164 4.63998 1.09661 -0.1 -0.6 0.2
H 2.31826 0.50978 -3.07743 -0.1 -0.1 0.3
H -4.38945 -0.97572 -1.89094 -0.1 1.7 0.6
H 0.13942 1.38041 2.46114 0.0 0.3 0.3
H 1.60263 3.93444 3.36673 0.0 -0.3 0.1
H -7.04586 -3.36516 0.58734 0.3 -0.3 -0.1
H -1.87297 2.87071 2.80517 0.3 0.1 -0.2
H -6.06266 -5.62363 1.19040 0.2 0.1 -0.1
H -0.80037 4.22228 3.18539 0.0 -0.3 0.3
H -3.11183 -3.72101 -3.58335 0.6 0.3 0.0
```
Positions in Å, forces in eV/Å.

---

[3]
ORCA calculation (ωB97M-V/def2-TZVPD) on a structure of composition C3H5AuO3.

Results
LUMO energy (alpha / beta), hartree: -0.6276 / -0.7394
Total energy, Ha: -476.85110
2S+1: 4
Gap between HOMO and LUMO (alpha / beta), eV: 8.5 / 5.8
Largest force on an atom, eV/Å: 5.6
<S²>: 3.7643
Charge: +3

```
12
Properties=species:S:1:pos:R:3:forces:R:3
Au -1.70645 -0.35874 0.92949 -4.8 -1.6 0.7
O -0.13581 -0.07116 2.48072 3.7 2.1 1.6
O -1.43815 -0.81677 -0.92208 1.5 1.7 -4.2
O 0.07605 0.65728 0.58884 3.9 1.9 2.9
C 0.70987 0.64770 1.78123 -4.4 -2.2 -1.7
C -0.17196 -0.30305 -1.56783 -2.0 -4.3 2.8
C 0.69927 0.46418 -0.62711 -1.1 2.5 -4.9
H 1.73993 0.13670 -0.53878 0.1 0.8 -0.7
H 0.04077 -0.06151 3.43523 0.2 -0.3 1.6
H 0.02277 -0.17343 -2.64720 -1.1 0.1 -0.3
H 0.00176 -1.40564 -1.46845 1.1 -1.5 -0.4
H 0.16194 1.28443 -1.44406 3.0 0.8 2.4
```
Positions in Å, forces in eV/Å.

---

[4]
ORCA calculation (ωB97M-V/def2-TZVPD) on a structure of composition C13H19N8SW.

Results
LUMO energy (alpha / beta), hartree: -0.4701 / -0.4455
Total energy, Ha: -1409.00454
2S+1: 3
Gap between HOMO and LUMO (alpha / beta), eV: 5.7 / 6.4
Largest force on an atom, eV/Å: 1.1
<S²>: 2.0594
Charge: +3

```
42
Properties=species:S:1:pos:R:3:forces:R:3
W -1.28557 -0.54196 -0.01981 -0.7 -0.1 0.8
S -1.98095 -0.60918 2.17984 0.3 0.0 -0.4
N -3.69063 1.14593 1.14600 0.3 -0.1 -0.2
N -4.00966 0.61830 3.36530 0.0 0.0 -0.1
N 2.58174 -1.47452 0.28013 0.4 0.0 -0.2
N 2.05050 -0.46825 -0.40557 -0.1 -0.1 0.2
N -1.64802 0.06732 -1.97534 0.2 0.0 -0.1
N 0.78985 -0.58732 -0.23724 0.4 -0.2 -0.2
N -2.95465 0.79505 0.04753 -0.3 0.1 0.1
N 0.46849 -1.66351 0.51993 0.2 0.1 0.1
C 4.38466 0.60462 1.59494 0.1 0.0 0.0
C 3.96672 -1.49786 2.94413 0.0 0.0 0.0
C -2.58283 1.01820 -2.23935 -0.1 -0.1 0.2
C -3.37523 0.49032 2.21162 -0.2 0.0 0.3
C 4.57664 -0.90624 1.67546 -0.1 0.0 0.0
C 1.62097 -2.21392 0.85032 -0.2 0.0 0.1
C -2.00593 0.96367 -4.55407 -0.1 0.1 0.0
C -1.07413 -0.02705 -4.28430 0.0 -0.1 0.0
C -0.92281 -0.46101 -2.98292 0.1 0.2 0.0
C -4.43892 2.38959 -1.07453 0.1 0.0 0.0
C 4.07074 -1.62526 0.41883 -0.2 0.0 0.0
C -2.77983 1.48563 -3.51624 0.0 0.0 -0.2
C -3.33407 1.41252 -1.05064 0.0 0.1 -0.2
H 3.32635 0.88553 1.61169 0.0 0.0 0.0
H -5.30910 1.98280 -0.55921 0.0 0.0 0.0
H -3.73976 0.11239 4.19401 0.0 0.0 0.0
H -4.70510 2.68710 -2.08248 0.0 0.0 0.0
H 4.46198 -1.08923 3.82304 0.0 0.0 0.0
H -4.13557 3.27559 -0.50506 0.0 0.0 0.0
H 4.84384 1.02941 0.70178 0.0 0.0 0.0
H 4.07530 -2.58475 2.99261 0.0 0.0 0.0
H 4.84539 1.07893 2.46005 0.0 0.0 0.0
H 4.48864 -1.22986 -0.50391 0.0 0.1 0.0
H -3.52309 2.24426 -3.71314 0.0 0.0 0.0
H 1.78106 -3.09473 1.45536 0.0 0.0 0.0
H 4.24348 -2.69967 0.46833 0.0 0.0 0.0
H -0.20878 -1.23806 -2.73686 0.0 0.0 0.0
H -4.81089 1.23325 3.42438 0.0 0.0 0.0
H 5.64619 -1.13000 1.66105 0.0 0.0 0.0
H -2.14071 1.32770 -5.56509 0.0 0.0 0.0
H -0.47170 -0.46760 -5.06683 0.0 0.0 0.0
H 2.90539 -1.23817 3.04625 0.0 0.0 0.0
```
Positions in Å, forces in eV/Å.

---

[5]
ORCA calculation (ωB97M-V/def2-TZVPD) on the molecule H7N4OP.

Results
LUMO energy (alpha / beta), hartree: 0.0357 / -0.0860
Total energy, Ha: -639.57385
2S+1: 3
Gap between HOMO and LUMO (alpha / beta), eV: 4.8 / 6.9
Largest force on an atom, eV/Å: 3.1
<S²>: 2.0061

```
13
Properties=species:S:1:pos:R:3:forces:R:3
P -0.03338 -0.91577 -0.69294 -2.2 0.1 -1.1
O 0.24218 -2.15332 0.19964 1.0 -2.8 0.8
N -1.54036 1.21544 -0.05111 -0.6 -1.8 1.1
N -1.47901 -0.31012 0.11750 -1.3 0.9 -1.9
N 0.90876 0.29456 0.15549 -0.8 2.0 -0.3
N 2.25135 0.52425 -0.26440 0.6 -1.8 1.5
H 2.27537 0.47914 -1.27343 0.1 0.0 -0.6
H -2.52650 1.39240 0.05193 -0.5 0.5 -0.4
H 0.51634 -1.92448 1.09117 0.4 0.1 0.4
H -1.22276 1.37061 0.89162 0.3 1.1 0.6
H -2.40294 -0.71125 -0.20664 1.7 0.3 0.2
H 0.22750 1.09946 -0.07861 2.5 -0.5 0.4
H 2.78343 -0.36092 0.05979 -1.0 2.0 -0.7
```
Positions in Å, forces in eV/Å.

---

[6]
ORCA calculation (ωB97M-V/def2-TZVPD) on a cluster of 12 separate species, C34H41F6N13 in total.

Results
LUMO energy, hartree: -0.0584
Total energy, Ha: -2630.29044
Gap between HOMO and LUMO, eV: 7.0
SMILES string: C[C@@H](F)c1nc2ccccc2nc1C(F)(F)C(F)(F)F.CC#N.CC#N.CC#N.CC#N.CC#N.CC#N.CC#N.CC#N.CC#N.CC#N.CC#N
Largest force on an atom, eV/Å: 10.6

```
94
Properties=species:S:1:pos:R:3:forces:R:3
F 2.73554 -2.63039 1.60422 -0.6 4.1 -1.8
F 3.27998 -1.20255 -0.22251 -2.3 0.2 4.0
F 4.05243 0.71622 1.79189 -4.1 -2.8 1.5
F 1.73805 0.47808 2.70785 4.6 -1.7 -1.7
F 1.74822 -0.03108 -2.43143 -1.2 1.5 2.7
F 3.49724 -0.99312 3.36046 -1.8 3.0 -3.9
N 4.33504 2.49843 -1.90716 9.0 -5.3 -2.1
N 0.45883 3.33899 -3.61579 8.2 5.3 -2.6
N 7.99021 3.88082 -3.16660 4.3 -4.2 -8.1
N 2.03461 -6.32064 -6.95479 2.9 -1.3 9.6
N 5.50841 -5.71329 -2.10161 -7.4 5.9 3.3
N -1.33975 -0.03661 -0.60914 4.0 -4.1 5.1
N 0.03052 -2.00424 1.71452 -1.6 4.1 -4.6
N 2.87852 5.86393 -0.57017 8.1 -5.0 3.2
N 6.18066 10.23597 0.48515 -7.7 -4.5 -4.8
N -7.87362 -1.44830 0.87580 -5.8 -7.7 3.2
N -4.92148 -2.73019 5.37689 8.1 -5.0 3.5
N -9.38174 -0.88299 4.75172 8.1 5.2 -2.7
N -12.60807 -4.21103 1.88043 -1.5 9.7 2.4
C 2.48556 -1.25819 1.02183 -0.7 -2.3 -0.6
C -9.39999 -3.60186 1.75099 0.7 1.0 -0.4
C 2.38996 -6.47847 -5.75525 -2.4 1.0 -7.9
C 9.17688 2.73198 -5.40391 -0.5 0.5 1.0
C 2.81817 -6.66861 -4.30931 -0.4 0.2 -1.2
C -1.44175 -1.84878 1.50440 -0.3 0.0 0.0
C -8.56574 -2.42484 1.27258 4.5 6.3 -2.5
C -2.08308 -0.90433 0.35727 -1.5 -0.2 0.4
C 8.52823 3.35987 -4.18111 -3.5 3.5 6.6
C -3.90586 -3.35453 5.78776 -6.7 4.1 -2.6
C -3.74992 -0.87957 0.25010 -0.2 -2.2 2.8
C 2.72292 4.78667 -4.33115 -1.0 -0.6 0.3
C 4.06525 9.00924 -0.83918 1.0 0.6 0.6
C -2.44628 -2.70415 2.52018 -2.7 1.1 -1.2
C -2.68170 -4.10703 6.28315 -1.0 0.6 -0.4
C -12.79932 -3.00275 2.18634 1.2 -8.0 -2.0
C 5.22144 9.67968 -0.11530 6.3 3.7 3.9
C 6.62855 0.97152 -2.28394 -1.0 0.6 0.3
C -13.02994 -1.54638 2.55518 0.2 -1.2 -0.3
C 3.89414 5.23959 -0.15930 -6.6 3.9 -2.7
C 2.95909 -0.19815 2.19347 1.0 0.0 2.6
C 3.45985 -4.07989 -1.16938 1.0 -0.8 -0.4
C -4.75114 -1.72781 1.24986 4.8 0.7 -0.8
C 5.11830 4.48709 0.33609 -0.9 0.6 -0.3
C -4.08452 -2.66666 2.45417 4.0 2.2 -3.0
C 5.37500 1.80607 -2.07808 -6.6 4.5 0.9
C 0.14130 -0.17125 -0.34681 -1.1 -0.8 0.0
C 2.13959 1.73976 -0.51826 0.4 0.4 -0.8
C 1.48549 3.99537 -3.94019 -6.7 -4.3 2.2
C 1.08717 0.78449 -1.34437 -1.0 0.8 -0.1
C 0.83484 -1.14351 0.76862 -3.4 -0.7 0.3
C -7.11765 0.56469 4.03636 -1.0 -0.6 0.3
C 4.57947 -4.97270 -1.67889 6.1 -4.9 -2.7
C -8.35508 -0.22661 4.42732 -6.7 -4.3 2.1
H -8.74557 -4.42108 2.06126 0.0 0.2 -0.1
H 3.52237 -5.88279 -4.02258 -0.1 -0.2 -0.2
H -13.93128 -1.17461 2.06020 0.1 -0.2 0.0
H -12.17512 -0.94195 2.23929 -0.1 -0.2 0.0
H 2.90496 5.57935 -3.60025 -0.1 -0.2 0.0
H -13.15300 -1.45081 3.63750 0.1 -0.1 -0.2
H -5.90889 -1.63999 1.06760 2.6 -0.2 0.5
H 9.38573 3.50176 -6.15187 -0.1 -0.1 0.2
H 3.94180 7.98511 -0.47623 0.0 0.2 0.0
H 4.26257 8.98454 -1.91443 0.1 0.1 0.2
H 3.30207 -7.64181 -4.18873 -0.1 0.2 -0.1
H 1.94516 -6.62127 -3.65257 0.1 0.0 -0.2
H -6.93561 1.35737 4.76725 -0.1 -0.2 0.0
H 3.60136 -3.87530 -0.10461 0.1 -0.1 -0.3
H 10.11509 2.24696 -5.12067 -0.2 0.1 0.1
H -7.25944 1.01541 3.05027 -0.1 -0.2 0.1
H -1.80267 -3.45808 6.24073 -0.2 0.0 0.0
H -1.92368 -3.35555 3.37302 -1.2 1.6 -2.2
H 5.29411 3.60794 -0.29001 -0.2 0.4 0.1
H -6.24722 -0.09645 4.00392 -0.2 0.0 0.0
H -10.04945 -3.95114 0.94352 0.1 0.2 0.1
H 2.49483 -4.57410 -1.31190 0.2 0.0 0.0
H 3.14061 9.56460 -0.65960 0.2 0.0 0.0
H 6.70980 0.21961 -1.49418 -0.2 0.1 -0.1
H -10.01895 -3.29952 2.60021 0.2 0.1 -0.2
H 6.58535 0.46675 -3.25304 -0.1 0.1 0.1
H 2.58113 5.23739 -5.31724 -0.1 -0.1 0.2
H 5.99733 5.13604 0.29367 -0.2 0.0 0.0
H 1.86134 1.92790 0.60246 0.3 -0.7 -2.1
H 0.38256 1.53912 -1.94529 1.3 -2.1 1.4
H 7.51293 1.61397 -2.25615 -0.3 0.0 0.0
H 3.45936 -3.13330 -1.71679 0.1 -0.2 0.0
H 3.59335 4.12553 -4.36359 -0.2 0.0 0.1
H -2.83573 -4.43069 7.31621 -0.1 0.1 -0.2
H -4.75196 -3.27209 3.20384 1.6 1.4 -1.8
H 8.50713 1.98503 -5.83901 0.0 0.2 0.1
H -4.24500 -0.21605 -0.59512 1.3 -1.5 2.0
H 4.96427 4.16342 1.36915 -0.1 0.1 -0.1
H 2.12651 2.81370 -1.03984 -0.1 -2.5 1.2
H -2.50589 -4.98618 5.65705 -0.1 0.2 0.0
H 3.25497 1.35333 -0.64447 -2.9 0.6 0.7
```
Positions in Å, forces in eV/Å.